Entry 1:
A gas-phase ion, C7H13N2O (charge +1) at a distorted geometry, computed with ωB97M-V with the def2-TZVPD basis set.

## Properties
Structure (SMILES): C=C1[C@@H](C)C(=O)N[C@@]1(C)[NH3+]
Max |F| (eV Å⁻¹): 4.807
Energy relative to the best compared isomer or geometry (same formula, charge and spin) (kJ/mol): 199.6
Frontier orbital gap (eV): 10.25
Charge: +1

Each line ends with the Löwdin charge.
Atoms and positions in Å:
C1 -1.263 1.525 -0.417  0.0934
C2 -0.328 0.623 -0.389  -0.1947
C3 1.262 0.854 -0.573  -0.1615
C4 1.771 1.984 0.378  -0.0170
C5 1.871 -0.540 -0.255  -0.4581
O1 3.038 -0.737 -0.270  0.1551
N1 0.860 -1.366 0.105  0.1646
C6 -0.429 -0.856 -0.122  -0.3454
C7 -1.381 -1.603 -0.984  0.0137
N2 -1.276 -0.866 1.404  0.2459
H1 -2.218 1.233 -0.167  0.0427
H2 -1.114 2.639 -0.694  0.1394
H3 1.518 1.045 -1.639  0.1667
H4 1.610 2.967 -0.096  0.0939
H5 2.791 1.650 0.348  0.0742
H6 1.250 2.017 1.331  0.0838
H7 1.017 -2.303 0.462  0.1834
H8 -1.580 -2.636 -0.692  0.1067
H9 -0.814 -1.812 -1.886  0.1205
H10 -2.268 -1.088 -1.089  0.0742
H11 -0.615 -0.971 2.187  0.1599
H12 -1.850 -1.695 1.473  0.1343
H13 -1.851 -0.064 1.586  0.1243

Cartesian forces, eV/Å:
C 0.984 2.692 -0.795
C 4.650 -0.582 -1.072
C -2.769 -0.085 -0.098
C -0.528 -0.700 -1.963
C -0.045 3.286 0.019
O 0.921 -1.009 0.122
N -1.528 -1.139 0.420
C -1.480 0.562 2.046
C 2.239 -2.207 -0.082
N 1.339 -1.164 0.344
H -2.380 -0.313 0.290
H -0.054 -2.151 0.619
H -0.186 0.159 0.697
H 0.385 -0.475 0.138
H 0.985 0.971 1.031
H 0.363 -0.423 0.205
H 0.078 0.019 -0.489
H -0.076 0.050 0.666
H -0.365 0.623 -0.732
H -1.810 1.095 -0.694
H -0.008 0.412 -0.371
H -0.434 -0.294 -0.182
H -0.276 0.675 -0.119

Entry 2:
A single C2H5N3OS molecule at a distorted geometry, computed with ωB97M-V with the def2-TZVPD basis set.

## Properties
Structure (SMILES): N/N=C(/N)C(=O)S
Max |F| (eV Å⁻¹): 4.608
Energy relative to the best compared isomer or geometry (same formula, charge and spin) (kJ/mol): 384.1
Frontier orbital gap (eV): 9.33

Each line ends with the Löwdin charge.
Atoms and positions in Å:
N1 -0.805 -2.072 0.449  -0.0567
N2 0.573 -1.645 0.250  -0.0089
C1 0.883 -0.416 -0.142  -0.4268
N3 2.062 0.011 -0.812  0.1283
C2 0.074 0.800 0.008  -0.8075
O1 0.747 1.619 0.668  -0.0343
S1 -1.639 0.980 -0.226  0.8253
H1 -0.647 -3.145 0.664  0.1261
H2 -1.179 -1.566 1.234  0.0440
H3 2.370 0.880 -0.280  0.1266
H4 2.566 -0.783 -0.746  0.0347
H5 -1.413 -0.394 -1.001  0.0492

Cartesian forces, eV/Å:
N 2.142 -1.969 -0.207
N 1.233 2.290 -1.861
C -1.871 -2.518 -0.884
N -2.780 2.178 2.053
C 1.041 2.346 3.827
O -1.800 -0.079 -1.348
S 1.074 -3.515 -2.397
H -0.803 3.127 -0.156
H -0.375 -0.213 0.560
H 0.081 -1.729 -1.056
H 3.482 -2.712 -0.115
H -1.423 2.793 1.583

What did the first record say?
A gas-phase ion, C7H13N2O (charge +1) at a distorted geometry, computed with ωB97M-V with the def2-TZVPD basis set.

## Properties
Structure (SMILES): C=C1[C@@H](C)C(=O)N[C@@]1(C)[NH3+]
Max |F| (eV Å⁻¹): 4.807
Energy relative to the best compared isomer or geometry (same formula, charge and spin) (kJ/mol): 199.6
Frontier orbital gap (eV): 10.25
Charge: +1

Each line ends with the Löwdin charge.
Atoms and positions in Å:
C1 -1.263 1.525 -0.417  0.0934
C2 -0.328 0.623 -0.389  -0.1947
C3 1.262 0.854 -0.573  -0.1615
C4 1.771 1.984 0.378  -0.0170
C5 1.871 -0.540 -0.255  -0.4581
O1 3.038 -0.737 -0.270  0.1551
N1 0.860 -1.366 0.105  0.1646
C6 -0.429 -0.856 -0.122  -0.3454
C7 -1.381 -1.603 -0.984  0.0137
N2 -1.276 -0.866 1.404  0.2459
H1 -2.218 1.233 -0.167  0.0427
H2 -1.114 2.639 -0.694  0.1394
H3 1.518 1.045 -1.639  0.1667
H4 1.610 2.967 -0.096  0.0939
H5 2.791 1.650 0.348  0.0742
H6 1.250 2.017 1.331  0.0838
H7 1.017 -2.303 0.462  0.1834
H8 -1.580 -2.636 -0.692  0.1067
H9 -0.814 -1.812 -1.886  0.1205
H10 -2.268 -1.088 -1.089  0.0742
H11 -0.615 -0.971 2.187  0.1599
H12 -1.850 -1.695 1.473  0.1343
H13 -1.851 -0.064 1.586  0.1243

Cartesian forces, eV/Å:
C 0.984 2.692 -0.795
C 4.650 -0.582 -1.072
C -2.769 -0.085 -0.098
C -0.528 -0.700 -1.963
C -0.045 3.286 0.019
O 0.921 -1.009 0.122
N -1.528 -1.139 0.420
C -1.480 0.562 2.046
C 2.239 -2.207 -0.082
N 1.339 -1.164 0.344
H -2.380 -0.313 0.290
H -0.054 -2.151 0.619
H -0.186 0.159 0.697
H 0.385 -0.475 0.138
H 0.985 0.971 1.031
H 0.363 -0.423 0.205
H 0.078 0.019 -0.489
H -0.076 0.050 0.666
H -0.365 0.623 -0.732
H -1.810 1.095 -0.694
H -0.008 0.412 -0.371
H -0.434 -0.294 -0.182
H -0.276 0.675 -0.119

- What is the formula in the second record?
  C2H5N3OS

- energy relative to the best compared isomer or geometry (same formula, charge and spin) of number 1 (C7H13N2O)?
  199.6 kJ/mol

- Among the records above, which one has the lowest energy relative to the best compared isomer or geometry (same formula, charge and spin)?
  C7H13N2O